[1]
C7H9NO2 | ωB97M-V with the def2-TZVPD basis set

Cartesian coordinates (Å):
1 C 3.06974 0.45708 0.42531
2 O 2.25860 -0.56964 -0.31238
3 C 0.92251 -0.50670 -0.23484
4 C 0.24639 -1.72395 -0.20809
5 C -1.17005 -1.89279 -0.20408
6 C -1.84886 -0.64109 -0.17259
7 O -3.14668 -0.66004 0.36046
8 C -1.21264 0.63635 -0.26304
9 N -1.99098 1.74919 -0.11529
10 C 0.13130 0.59096 -0.29836
11 H 2.80826 1.42657 -0.11395
12 H 2.86356 0.55454 1.46733
13 H 4.10684 0.28993 0.29541
14 H 0.97001 -2.56562 -0.12433
15 H -1.62292 -2.92524 -0.00203
16 H -3.06001 -0.19321 1.19869
17 H -2.59982 1.94349 -0.82909
18 H -1.37152 2.59770 -0.08324
19 H 0.64627 1.43246 -0.78589

## Properties
net charge	0
structure (SMILES)	COc1ccc(O)c(N)c1
spin multiplicity	1
electronic energy	-477.29742	Ha

[2]
C3H14N2O3 | ωB97M-V with the def2-TZVPD basis set

Cartesian coordinates (Å):
1 N 0.41326 -1.59993 0.85326
2 C -0.56434 -1.90347 -0.19277
3 N -1.07458 -0.78011 -0.95780
4 C -1.91732 0.28663 -0.41084
5 C -1.23835 1.39287 0.48855
6 O -0.99505 0.88075 1.81193
7 H -0.02205 -0.98524 1.53301
8 H 1.11543 -0.97850 0.46304
9 H 0.02226 -2.45619 -0.95643
10 H -1.32091 -2.62293 0.08639
11 H -0.34816 -0.34703 -1.51837
12 H -2.39009 0.88529 -1.18371
13 H -2.57713 -0.26340 0.26145
14 H -0.25659 1.69929 0.12139
15 H -1.97357 2.18130 0.64525
16 H -1.61428 0.23785 2.16145
17 O 1.56422 0.32448 -1.82480
18 H 2.29097 -0.27990 -1.98407
19 H 1.91177 1.11157 -1.42998
20 O 2.71153 0.92686 0.51526
21 H 2.66275 1.67125 1.13899
22 H 3.60024 0.61855 0.37881

## Properties
net charge	0
structure (SMILES)	NCNCCO.O.O
spin multiplicity	1
electronic energy	-457.88345	Ha

[3]
C20H20BrNO3 | ωB97M-V with the def2-TZVPD basis set

Cartesian coordinates (Å):
1 C -0.66665 1.95344 -4.01526
2 C -0.65656 0.66615 -3.17315
3 C -0.59444 1.00401 -1.70562
4 C -0.53100 -0.31787 -0.83894
5 O -0.69869 0.11838 0.54673
6 C -0.66625 -0.79359 1.60196
7 O -0.17020 -1.89021 1.52355
8 C -1.08833 -0.36413 2.93096
9 C -0.30941 -0.72250 4.04687
10 C -0.72122 -0.38980 5.33082
11 C -1.86052 0.36199 5.48940
12 C -2.60128 0.81690 4.42193
13 C -2.26860 0.40116 3.11856
14 Br -3.54065 0.70589 1.73335
15 C 0.82921 -1.03462 -1.14857
16 O 0.75015 -2.06136 -1.80554
17 C 2.18821 -0.55719 -0.68217
18 C 2.33887 0.65407 0.01072
19 C 3.61629 1.13534 0.39521
20 C 4.73358 0.39662 0.05819
21 C 4.61435 -0.78228 -0.68608
22 C 3.33222 -1.28324 -0.95828
23 C -1.80784 -1.15379 -1.11997
24 C -2.04685 -1.33810 -2.63482
25 N -1.93478 -0.03480 -3.35502
26 H 0.36128 2.37381 -4.02131
27 H -0.93376 1.70447 -5.03984
28 H -1.30437 2.73793 -3.61040
29 H 0.15027 0.04166 -3.52340
30 H 0.21541 1.71555 -1.49910
31 H -1.49821 1.55362 -1.45484
32 H 0.60851 -1.29580 3.89344
33 H -0.19776 -0.69051 6.22474
34 H -2.16691 0.64641 6.48907
35 H -3.51222 1.37018 4.61299
36 H 1.44255 1.16694 0.33693
37 H 3.69222 2.06885 0.93027
38 H 5.71824 0.81032 0.30952
39 H 5.53106 -1.28882 -0.97703
40 H 3.21801 -2.22090 -1.50025
41 H -2.70595 -0.70752 -0.71156
42 H -1.76704 -2.16430 -0.67296
43 H -3.05210 -1.78722 -2.75797
44 H -1.32103 -2.11159 -2.99873
45 H -2.71784 0.58643 -3.11439

## Properties
net charge	0
structure (SMILES)	C[C@H]1C[C@](OC(=O)c2ccccc2Br)(C(=O)c2ccccc2)CCN1
spin multiplicity	1
electronic energy	-3628.60247	Ha

[4]
C15H20I2N6OP | ωB97M-V with the def2-TZVPD basis set

Cartesian coordinates (Å):
1 O 3.37367 -3.89463 1.56611
2 P 2.68129 -3.20260 0.22374
3 I 3.83197 -1.07649 0.00268
4 C 0.93877 -2.84481 0.80758
5 C 0.43576 -1.59502 1.18348
6 C -0.89010 -1.51943 1.62883
7 C -1.65068 -2.65113 1.66472
8 N -1.15530 -3.83856 1.26788
9 I -2.31437 -5.53366 1.27069
10 C 0.11272 -3.94172 0.85110
11 H 3.37877 -4.84608 1.36668
12 H 1.08398 -0.72099 1.12453
13 H -1.30384 -0.55555 1.94583
14 H -2.68628 -2.62271 2.00041
15 H 0.49761 -4.92246 0.55092
16 C 0.45447 -9.11589 1.33880
17 C 1.04006 -7.94962 0.69477
18 N 1.50681 -7.03178 0.18643
19 H 0.41444 -8.99034 2.42050
20 H -0.56162 -9.29255 0.98683
21 H 1.03614 -10.01334 1.13136
22 C -3.08441 2.68436 0.95224
23 C -3.22842 1.45145 1.71179
24 N -3.34217 0.47765 2.31144
25 H -3.78570 3.44502 1.29343
26 H -2.08072 3.09748 1.05255
27 H -3.26664 2.52597 -0.11004
28 C 4.81259 2.74589 -1.10917
29 C 3.46980 3.20795 -0.79184
30 N 2.41080 3.57456 -0.54333
31 H 5.53261 3.56380 -1.08383
32 H 5.14883 1.98971 -0.39921
33 H 4.85494 2.30452 -2.10471
34 C -6.30430 4.20419 -1.95202
35 C -4.88276 3.91065 -1.84161
36 N -3.76114 3.68175 -1.75459
37 H -6.58614 5.03657 -1.30804
38 H -6.57310 4.47070 -2.97350
39 H -6.90817 3.34398 -1.66476
40 C 2.27497 6.81639 -2.32726
41 C 3.71447 6.65043 -2.19320
42 N 4.84781 6.50698 -2.08219
43 H 1.90470 7.59650 -1.66301
44 H 2.00267 7.09216 -3.34566
45 H 1.74960 5.89386 -2.07999

## Properties
net charge	+1
spin multiplicity	1
electronic energy	-1923.82558	Ha

[5]
C4H8N2 | ωB97M-V with the def2-TZVPD basis set

Cartesian coordinates (Å):
1 C -2.42540 -0.51315 -0.51577
2 C -1.49363 -0.96541 0.31300
3 N 0.21563 -1.09096 -0.12346
4 C 0.52022 0.07583 0.11103
5 C 2.32822 -0.00016 -0.30568
6 N 0.16524 1.32127 0.48052
7 H -3.47967 -0.74643 -0.37366
8 H -2.16974 0.07056 -1.39548
9 H -1.72813 -1.51987 1.21803
10 H 2.83797 0.33507 0.59667
11 H 2.63278 -1.00496 -0.58455
12 H 2.44097 0.69885 -1.13230
13 H 0.90265 1.93318 0.80234
14 H -0.74712 1.40617 0.90931

## Properties
net charge	0
structure (SMILES)	C=C/N=C(/C)N
spin multiplicity	1
electronic energy	-266.59407	Ha

[6]
C5H14N2O | ωB97M-V with the def2-TZVPD basis set

Cartesian coordinates (Å):
1 C -1.22750 -0.27876 -1.77223
2 C -1.48587 -0.21098 -0.30031
3 C -1.96184 -1.46735 0.36176
4 N -1.39186 0.92875 0.25909
5 O -1.79801 0.99959 1.59945
6 H -2.09918 -0.66935 -2.29547
7 H -0.40353 -0.96967 -1.95138
8 H -0.96288 0.70288 -2.15526
9 H -1.36317 -2.31751 0.04039
10 H -1.93772 -1.36847 1.44424
11 H -2.99732 -1.65840 0.07725
12 H -1.68191 1.93278 1.82098
13 C 1.98424 -0.57739 1.04530
14 N 2.29823 0.78405 0.68135
15 C 1.87284 1.26877 -0.67755
16 H 0.91358 -0.74376 1.23072
17 H 2.46330 -0.83174 1.99231
18 H 2.36335 -1.24140 0.26541
19 H 2.07787 1.46179 1.40442
20 H 0.80688 1.50471 -0.78659
21 H 2.39335 2.21105 -0.83938
22 H 2.13715 0.54042 -1.44449

## Properties
net charge	0
structure (SMILES)	CC(C)=NO.CNC
spin multiplicity	1
electronic energy	-383.57841	Ha

Number 1: E_HOMO -7.79 eV, LUMO energy 0.8 eV, frontier orbital gap 8.6 eV. Number 2: E_HOMO -7.84 eV, LUMO energy 0.3 eV, frontier orbital gap 8.1 eV. Number 3: E_HOMO -8.47 eV, LUMO energy 0.2 eV, frontier orbital gap 8.7 eV. Number 4: E_HOMO -11.64 eV, LUMO energy -4.7 eV, frontier orbital gap 7.0 eV. Number 5: E_HOMO -8.83 eV, LUMO energy 1.0 eV, frontier orbital gap 9.8 eV. Number 6: E_HOMO -8.23 eV, LUMO energy 0.9 eV, frontier orbital gap 9.1 eV.